Molecular formula: C38H39BiNO2P2Si
Method: DFT, the ωB97M-V functional and the def2-TZVPD basis

Results
- highest occupied orbital energy (eV) = -9.4
- total charge = +1
- multiplicity = 1
- energy above the lowest of the compared OMol25 structures with the same formula, charge and spin (kcal per mole) = 0.0
- frontier orbital gap (Eh) = 0.2069
- lowest unoccupied orbital energy (eV) = -3.726

Positions of all 84 atoms, in Å:
C: -0.9629 3.5905 -4.1677
C: -0.8239 2.2233 -3.9763
C: 0.4412 1.6082 -4.2509
C: 1.5310 2.4165 -4.7458
C: 1.3227 3.8084 -4.9340
C: 0.1014 4.3844 -4.6405
C: 2.7711 1.7983 -4.9299
C: 2.9448 0.4296 -4.7051
C: 1.8074 -0.3171 -4.2243
C: 1.9527 -1.7112 -3.9372
C: 3.2013 -2.3004 -4.0730
C: 4.3185 -1.5707 -4.5246
C: 4.1930 -0.2331 -4.8472
H: -1.9181 4.0586 -3.9241
H: 2.1672 4.3960 -5.3055
H: -0.0496 5.4577 -4.7625
H: 3.6192 2.3992 -5.2571
H: 3.3168 -3.3538 -3.8135
H: 5.2827 -2.0717 -4.6201
H: 5.0377 0.3619 -5.2053
N: 0.6607 0.3219 -3.8793
Bi: 0.5638 0.3241 -0.7938
C: -1.9510 1.3936 -3.3686
H: -1.9229 0.3752 -3.7767
H: -2.9307 1.8480 -3.5869
C: 0.7666 -2.4872 -3.3923
H: -0.1566 -2.1498 -3.8821
H: 0.9039 -3.5678 -3.5575
P: -1.8117 1.2539 -1.5378
P: 0.5380 -2.2293 -1.5787
C: 1.8626 -3.1960 -0.7941
H: 1.7422 -3.1610 0.2981
H: 1.7886 -4.2426 -1.1291
H: 2.8540 -2.8085 -1.0619
C: -1.0029 -3.0827 -1.1454
H: -0.9079 -4.1461 -1.4118
H: -1.1878 -2.9941 -0.0646
H: -1.8539 -2.6494 -1.6920
C: -1.9965 2.9333 -0.8701
H: -2.9191 3.3810 -1.2677
H: -2.0580 2.8964 0.2285
H: -1.1404 3.5571 -1.1632
C: -3.2178 0.3107 -0.8981
H: -3.1466 0.2380 0.1971
H: -4.1485 0.8341 -1.1650
H: -3.2384 -0.7013 -1.3292
C: 3.2080 -0.2571 0.3851
O: 4.1963 -0.0908 0.9305
H: 2.0008 1.3089 -1.3473
O: -0.4375 -0.2821 1.1485
Si: -0.6758 -0.2807 2.7499
C: -0.9734 -1.9898 3.4293
C: -2.0140 -2.7683 2.9059
C: -2.2457 -4.0593 3.4029
C: -1.4229 -4.5938 4.4008
C: -0.3778 -3.8223 4.9147
C: -0.1742 -2.5155 4.4517
C: 0.8817 0.3465 3.5609
C: 0.9237 1.5592 4.2492
C: 2.1452 2.0492 4.7289
C: 3.3175 1.3107 4.5427
C: 3.2736 0.1073 3.8321
C: 2.0647 -0.3657 3.3273
C: -2.0909 0.8359 3.2309
C: -3.1784 0.3699 3.9759
C: -4.2152 1.2426 4.3357
C: -4.1662 2.5886 3.9624
C: -3.0839 3.0561 3.2106
C: -2.0522 2.1829 2.8426
H: -2.6590 -2.3578 2.1253
H: -3.0868 -4.6354 3.0183
H: -1.6118 -5.5974 4.7893
H: 0.2706 -4.2227 5.6964
H: 0.6049 -1.8966 4.8996
H: 0.0033 2.1246 4.4097
H: 2.1766 3.0049 5.2554
H: 4.2668 1.6717 4.9429
H: 4.1843 -0.4781 3.6935
H: 2.0333 -1.3105 2.7755
H: -3.2067 -0.6772 4.2881
H: -5.0512 0.8696 4.9284
H: -4.9583 3.2762 4.2674
H: -3.0197 4.1069 2.9268
H: -1.1937 2.5629 2.2791

For reference, the Mulliken charges in units of e are: -0.252 0.014 0.184 0.921 -0.887 -0.889 -0.863 0.840 0.259 0.023 -0.288 -0.923 -0.898 0.440 0.439 0.391 0.439 0.455 0.399 0.443 -0.305 1.187 -1.000 0.322 0.707 -1.096 0.402 0.708 0.659 0.794 -1.375 0.339 0.443 0.351 -0.921 0.457 0.078 0.318 -1.122 0.443 0.080 0.373 -0.842 0.000 0.478 0.313 0.053 -0.189 -0.197 0.991 -1.952 0.290 0.230 -0.816 -0.572 -0.669 -0.441 0.328 -0.448 -0.676 -0.626 -0.971 -0.049 0.239 -0.467 -0.637 -0.560 -0.955 -0.305 0.543 0.399 0.380 0.406 0.375 0.465 0.406 0.382 0.448 0.924 0.357 0.405 0.384 0.414 1.073

=====

Molecular formula: C38H39Cl4F6N5O2PS3SbV
Method: DFT, the ωB97M-V functional and the def2-TZVPD basis

Results
- highest occupied orbital energy (spin up / spin down) (eV) = -10.9 / -10.9
- total charge = +1
- multiplicity = 1
- energy above the lowest of the compared OMol25 structures with the same formula, charge and spin (kcal per mole) = 0.0
- frontier orbital gap (spin up / spin down) (Eh) = 0.2089 / 0.2089
- lowest unoccupied orbital energy (spin up / spin down) (eV) = -5.236 / -5.236

Positions of all 100 atoms, in Å:
V: -0.1243 -0.0013 -0.2628
Cl: 5.1241 1.1813 3.4953
C: 3.6201 0.5999 2.9287
C: 2.6857 0.0641 3.8404
Cl: 3.0608 0.0186 5.5042
C: 1.4651 -0.4321 3.4013
Cl: 0.2917 -1.0452 4.4956
C: 1.1514 -0.3834 2.0448
O: 0.0593 -0.7824 1.4582
C: 2.0858 0.2053 1.1386
O: 1.5789 0.2440 -0.0638
C: 3.3286 0.6715 1.5747
Cl: 4.4061 1.3513 0.4464
F: -0.0744 1.8645 1.0519
Sb: 0.5949 3.5530 0.1138
F: 2.0375 3.4438 1.3265
F: 1.6761 2.6403 -1.1518
F: 0.8767 5.1111 -0.8845
F: -1.0189 3.2443 -0.8726
F: -0.4394 4.4238 1.4292
C: 1.2203 -3.8940 -0.6848
C: 1.1226 -2.5239 -0.7592
N: -0.0497 -1.8980 -0.9626
C: -1.1263 -2.6511 -1.2609
C: -1.1155 -4.0458 -1.1832
C: 0.0799 -4.6593 -0.8256
C: -2.3399 -4.8728 -1.2559
C: -3.2849 -4.9766 -2.1936
C: -3.2729 -4.4871 -3.5781
C: -4.4501 -4.5021 -4.3223
C: -4.3439 -4.2000 -5.6689
N: -3.1765 -3.9517 -6.2439
C: -2.1134 -3.9463 -5.4493
N: -2.1055 -4.1729 -4.1442
H: 2.1794 -4.3433 -0.4728
H: 2.0009 -1.9105 -0.6339
H: -2.0467 -2.1334 -1.4875
H: 0.1112 -5.7312 -0.6776
H: -2.4549 -5.5056 -0.3811
H: -4.1417 -5.5986 -1.9616
H: -5.3970 -4.7669 -3.8724
H: -5.2139 -4.1735 -6.3163
H: -1.1530 -3.7511 -5.9098
S: 1.1097 -1.4567 -4.1447
P: 0.1669 0.2526 -4.1278
S: -0.4412 0.7990 -2.1894
C: -1.3845 0.4187 -5.0625
C: -2.6350 0.5459 -4.4677
C: -3.7461 0.7738 -5.2658
C: -3.6113 0.8599 -6.6431
C: -2.3623 0.7296 -7.2333
C: -1.2464 0.5122 -6.4456
C: 1.1362 1.6850 -4.6423
C: 0.6604 2.9710 -4.3929
C: 1.3467 4.0533 -4.9135
C: 2.4879 3.8509 -5.6796
C: 2.9756 2.5697 -5.8932
C: 2.3026 1.4773 -5.3678
H: -2.7428 0.4956 -3.3916
H: -4.7172 0.9020 -4.8051
H: -4.4820 1.0446 -7.2586
H: -2.2555 0.8095 -8.3064
H: -0.2620 0.4234 -6.8907
H: -0.2349 3.1172 -3.7991
H: 0.9892 5.0567 -4.7267
H: 3.0045 4.6940 -6.1186
H: 3.8755 2.4140 -6.4726
H: 2.6661 0.4687 -5.5185
C: -5.7343 -1.8479 3.1018
C: -5.1814 -3.0783 2.3808
C: -4.0493 -2.7859 1.3927
C: -2.7087 -2.4130 2.0366
N: -2.6901 -1.0570 2.5749
C: -2.5967 0.0648 1.8737
S: -2.4084 0.0563 0.1345
N: -2.6975 1.2225 2.5018
C: -2.8479 2.5400 1.8768
C: -4.3166 2.8665 1.6012
C: -5.2246 2.7725 2.8294
C: -4.7529 3.6315 4.0024
H: -6.6386 -2.1125 3.6490
H: -5.9917 -1.0641 2.3862
H: -5.0259 -1.4438 3.8260
H: -5.9955 -3.5393 1.8179
H: -4.8414 -3.8137 3.1154
H: -4.3494 -1.9845 0.7134
H: -3.8756 -3.6769 0.7873
H: -1.9104 -2.4928 1.3019
H: -2.4881 -3.0923 2.8597
H: -2.7909 -0.9675 3.5741
H: -2.8382 1.2033 3.5028
H: -2.3040 2.5517 0.9392
H: -2.3956 3.2756 2.5379
H: -4.6871 2.1904 0.8252
H: -4.3408 3.8820 1.2000
H: -5.3162 1.7280 3.1452
H: -6.2222 3.1001 2.5325
H: -3.8416 3.2385 4.4593
H: -5.5192 3.6660 4.7757
H: -4.5554 4.6531 3.6753

Results of the Mulliken charge analysis, in e, for atoms 1 through 99: 0.138 -0.167 0.732 0.331 -0.164 -0.101 -0.215 -0.323 0.423 0.464 -0.695 -0.247 -0.143 -0.869 2.462 -0.586 -0.614 -0.543 -0.695 -0.570 -1.334 -0.785 1.750 -0.263 0.309 -0.593 -1.342 -0.526 0.797 -0.658 -0.249 -0.554 -0.202 -0.238 0.512 0.749 0.687 0.602 0.552 0.415 0.427 0.417 0.454 -0.392 1.357 0.311 0.724 -0.101 -0.907 -0.489 -0.730 -0.687 0.453 -0.447 -0.738 -0.482 -0.590 -0.612 0.397 0.452 0.420 0.436 0.453 0.465 0.464 0.404 0.427 0.402 -1.038 -0.859 0.149 -0.459 -0.073 0.313 -0.452 0.009 -0.215 -0.624 -0.188 -1.217 0.475 0.232 0.164 0.386 0.341 0.209 0.069 -0.420 0.717 0.449 0.320 -0.550 0.736 0.131 0.508 -0.053 0.445 0.253 0.411